Record 1
C34H57FeN3O2SeSi | ωB97M-V/def2-TZVPD

```
99
Properties=species:S:1:pos:R:3:mulliken_spin:R:1
H -1.18783 -2.09080 4.08200 0.00
H -2.93852 -1.93756 -1.67787 0.00
H -1.85903 2.44002 -3.38903 0.00
C -1.46198 -3.33738 0.44738 0.03
H -0.06867 -3.48788 3.06943 0.00
C -2.54037 1.84826 -2.76324 0.02
Se 2.92269 -0.56022 4.00148 0.13
H 4.33330 2.26488 -4.30648 0.00
H -2.55698 2.37288 0.65932 0.00
C -1.41756 -4.64186 -0.29399 0.02
H -2.05925 3.19471 5.51145 0.00
H -1.13935 0.97878 6.17802 0.00
N -0.30617 -2.62980 0.55658 0.09
C 1.26633 -4.23041 1.54133 0.00
H 0.01234 3.69889 2.07978 0.00
H 2.98511 4.72708 -0.30542 0.00
H -0.96914 -1.72825 -3.56396 0.00
C 1.87363 3.63134 -4.95646 0.00
C 1.91679 -0.43739 2.58239 0.06
O 1.45208 2.45528 0.01687 0.01
H 2.76211 -5.55843 2.31824 0.00
H 0.35030 3.32349 -3.44532 0.00
H 0.10151 -1.15316 4.87358 0.00
H 4.84197 0.66659 -3.72788 0.00
H -0.40527 3.35585 -0.38798 -0.01
H 1.17236 4.14082 -5.62033 0.00
C -1.03973 -0.64491 -3.72854 0.01
H 2.22290 -2.12480 -2.40367 0.00
C -0.49192 0.42096 -0.86875 0.25
C -2.79304 -1.83941 1.95679 0.08
H 2.66094 0.32213 -2.59990 0.00
C 0.93712 -3.34751 0.49108 -0.02
C -2.61813 1.48154 2.61888 -0.07
H 2.56357 3.04636 -5.57357 0.00
C -3.22279 1.74076 1.27193 0.05
H 3.22357 2.61576 1.12875 0.00
C 3.33088 -4.78724 0.38193 0.01
H 1.45919 4.65776 1.70107 0.00
H 3.58968 -3.88521 -1.57109 0.00
H 2.41953 0.63276 -4.35208 0.00
C 2.48611 -4.90825 1.48636 -0.01
H -3.72028 -1.86147 3.90774 0.00
C -1.56197 0.05252 4.28499 -0.03
H -0.66694 1.40971 -0.42851 -0.16
H -4.64325 -2.63607 2.61147 0.00
H 3.31255 1.66148 -0.37752 0.00
H 4.50976 3.88046 -0.55206 0.00
H -3.04529 3.49102 3.24906 0.00
C 2.76936 1.07531 -3.39979 0.00
H 0.78341 -1.54240 -1.56015 0.01
Fe -0.43522 -0.77631 0.78156 4.52
H -1.67032 -0.49135 -4.61538 0.00
C 4.20938 1.52973 -3.50267 0.00
H -3.56281 -0.64080 -0.63842 -0.01
C -2.07509 2.35950 4.81332 0.01
H 0.70090 -3.03007 -2.50891 0.00
H -0.13854 5.25186 1.28263 0.00
H -4.58313 -0.86055 2.70654 0.00
C -2.04032 0.23902 2.97195 0.05
H 4.27849 -5.33001 0.34642 0.00
O 1.92882 2.16953 -3.00730 -0.01
H -3.48265 -3.61087 1.00921 0.00
H -0.03300 -0.27413 -3.96058 0.00
N 1.09319 -0.42566 1.70382 -0.10
Si -1.78670 0.20274 -2.22264 -0.02
C 0.47694 4.35253 1.33561 0.00
H 4.54500 1.97322 -2.55861 0.00
C 2.95633 -3.97534 -0.68729 -0.01
H 0.50017 0.45155 -1.34901 -0.01
H 0.89524 -4.90243 3.53037 0.00
C -2.63294 -2.93577 1.09362 0.08
H -4.16415 2.30297 1.38878 0.00
C -0.98872 -1.24750 4.75353 -0.01
C -2.61417 2.52865 3.54127 -0.01
H -1.41433 -1.50193 5.73795 0.00
C -3.22545 -0.87625 -1.65706 0.03
H -2.81790 2.46792 -1.89933 0.00
H 2.43865 4.39183 -4.40698 0.00
H -0.94248 -4.55078 -1.28164 0.00
H -3.46108 1.65778 -3.33727 0.00
C 2.95215 2.58434 0.06945 0.00
H 1.04155 4.31789 -0.77623 0.00
C -1.56499 1.12106 5.18241 0.00
C 1.34439 -2.44661 -1.83188 -0.03
C -3.99939 -1.78187 2.84726 0.01
H 0.99655 1.58708 0.29234 0.02
H -0.87645 -5.42248 0.26164 0.00
H -4.08643 -0.74467 -2.33186 0.00
C 3.42164 3.79735 -0.67527 0.00
C 1.09201 2.74296 -4.01033 0.00
C 0.34507 -4.43707 2.70551 0.00
H -3.44426 0.83103 0.70252 -0.01
C 0.55848 3.70582 -0.01606 0.01
H 0.56657 1.94169 -4.55923 0.00
C 1.76723 -3.24430 -0.64241 -0.03
H 3.23331 3.70589 -1.74900 0.00
H -2.43825 -5.00771 -0.44255 0.00
N -1.90266 -0.82306 1.99165 0.03
H -0.50622 -5.09342 2.46431 0.00
```

Output
**Spin multiplicity**: 6
**LUMO (alpha / beta)**: -0.0806 / -0.1236 Ha
**Charge**: +1
**⟨S²⟩**: 8.78
**HOMO-LUMO gap (alpha / beta)**: 8.323 / 7.337 eV
**Highest occupied orbital energy (alpha / beta)**: -10.516 / -10.701 eV

Record 2
C34H57FeN3O5PSi | ωB97M-V/def2-TZVPD

```
102
Properties=species:S:1:pos:R:3:mulliken_spin:R:1
C 1.57999 3.23712 0.83613 0.03
H -1.41434 2.30281 -2.32206 -0.02
C 1.91952 -2.33465 -1.41542 0.06
C -1.38864 4.41413 -1.91329 0.01
C -0.80025 5.39519 -1.13306 0.00
H -0.50251 1.69717 3.25991 0.00
C -0.76628 0.97845 4.03484 -0.01
C -1.57225 -0.21182 -3.31250 0.05
C 2.22001 -3.41219 -2.47217 0.03
O 1.17442 -0.27949 1.51171 0.01
C 1.12367 -2.99291 -0.27630 0.04
H 2.80738 -3.03233 -3.30866 0.00
C 3.36059 -2.68378 4.07838 0.00
H -6.06583 0.23523 1.80395 0.00
C -1.32552 -2.53661 -2.52936 0.03
H 2.80797 3.64817 2.50915 0.00
H 3.96304 -1.53791 -1.57622 0.00
C 5.11374 -1.03687 4.10537 0.00
H 3.76059 1.72583 -2.95077 0.00
H -3.44591 -2.29036 0.94688 0.00
C 3.10786 -0.63378 2.84293 0.01
C 2.60804 -1.86759 3.24620 0.01
C 1.36082 1.31262 -4.08840 0.04
H -5.19119 -2.59840 0.91744 0.00
C -2.16683 0.42641 3.80122 0.00
C -4.66984 -0.59153 0.37989 0.00
C -2.52404 -0.59276 4.87295 0.00
C -6.01535 0.01876 0.73602 0.00
H 3.13260 -1.08470 -0.08040 0.00
C -4.42515 -1.86702 1.17744 0.00
H -3.52063 -0.99966 4.69308 0.00
C 4.36456 -0.21938 3.27641 0.00
C 2.15276 0.31258 -3.23242 0.11
H 1.31227 -3.86219 -2.87310 0.00
H -1.11717 6.42657 -1.21414 0.00
C 0.19130 5.02914 -0.23689 0.01
H 0.76232 0.83334 -4.86379 0.00
H -0.03566 0.16784 4.01944 0.00
H 2.97122 -3.64426 4.39168 0.00
C -3.20625 1.53839 3.75324 0.00
C -4.57057 -0.86376 -1.11398 0.01
H -2.17311 4.64644 -2.61905 0.00
C -0.95920 3.10389 -1.75407 0.01
H 4.73853 0.74258 2.95125 0.00
H -3.22751 2.03712 4.72397 0.00
C 4.61310 -2.26932 4.50803 0.00
C 3.04345 -0.50355 -4.18079 0.02
H 2.47194 1.88219 -1.75380 -0.01
H -0.75714 -3.46514 -2.56569 0.00
H 2.55220 5.05255 1.45112 0.00
H 5.20297 -2.90576 5.15639 0.00
H -1.56997 -2.31607 -1.49059 0.00
H 3.72450 -2.72837 -0.29896 0.00
H 1.74262 -3.78633 0.16145 0.00
O -3.69925 0.44356 0.70312 0.00
Fe 0.21090 0.65666 0.03916 4.22
O -2.17638 -0.34303 2.56491 -0.01
H -2.46011 -0.53607 -3.86938 0.00
H -2.97031 2.27463 2.98411 0.00
H 0.70605 1.93404 -3.47676 -0.01
H -6.81877 -0.67336 0.47963 0.00
H -4.19704 1.12696 3.55210 0.00
H 3.62314 0.18395 -4.80982 0.00
H 3.75899 -1.12517 -3.64282 0.00
N -0.00228 2.75121 -0.90626 0.01
H -2.26131 -2.71208 -3.07542 0.00
H 2.46662 -1.14724 -4.84688 -0.01
P -2.17774 0.25109 1.09500 0.06
N 1.86432 1.99175 0.74761 0.01
H 2.79863 -4.21712 -2.00223 0.00
H 1.25202 4.50164 2.50964 0.00
C 2.28815 0.21435 1.94080 -0.01
C 3.25958 -1.88098 -0.81621 0.03
H 3.64135 0.57608 -1.61544 0.00
Si 0.97186 -0.81832 -2.17065 0.02
H 0.19744 -3.45103 -0.61756 0.00
H 1.63151 -2.17626 2.89685 0.00
C -0.57808 -1.37658 -3.20402 0.05
H -2.51167 -0.12108 5.85654 0.00
H 0.66682 5.76554 0.39581 0.00
H 2.06823 1.98265 -4.59188 0.00
H -1.11592 -2.17811 -5.13636 0.00
O -1.51171 1.60049 1.00528 0.07
C 2.08578 4.16789 1.88741 0.01
H 0.21765 -1.03219 -5.22969 0.00
C -0.20857 -1.83317 -4.62480 0.03
C 0.57136 3.70165 -0.15785 0.03
H -1.14591 0.64083 -3.84395 0.02
H -6.16233 0.95074 0.18844 0.00
H 6.09234 -0.71539 4.43873 0.00
H 0.87760 -2.28321 0.51312 0.00
H -0.72531 1.47236 5.00770 0.00
C 3.05722 1.16167 -2.32550 0.08
H -4.47033 -1.67471 2.25007 0.00
H -1.80660 -1.41416 4.86694 0.00
H -4.71285 0.06075 -1.67719 0.00
H -3.59210 -1.27604 -1.35655 0.00
N 2.71698 1.41852 1.65202 0.02
H -1.90139 0.11442 -2.32212 0.00
H -5.33893 -1.57942 -1.41274 0.00
H 0.49766 -2.66419 -4.61877 -0.01
O -1.45021 -0.73053 0.20524 -0.06
```

Output
**Spin multiplicity**: 6
**LUMO (alpha / beta)**: -0.0107 / -0.0225 Ha
**Relative energy (zero: lowest compared OMol25 entry of this formula, charge and spin)**: 18.6 kJ/mol
**⟨S²⟩**: 8.76
**HOMO-LUMO gap (alpha / beta)**: 6.624 / 7.564 eV
**Highest occupied orbital energy (alpha / beta)**: -6.915 / -8.175 eV

Record 3
C34H57GdN3O2SSi | ωB97M-V/def2-TZVPD

```
99
Properties=species:S:1:pos:R:3:mulliken_spin:R:1
H 1.29174 2.99835 -0.32941 0.00
H 2.58242 2.00663 -3.30518 0.00
N -0.00694 -1.99481 3.08508 0.02
H 4.04478 -3.85691 -1.34090 0.00
S -2.31542 -1.95798 1.53708 -0.01
H 1.81852 1.04959 5.01107 0.00
H -0.65159 -4.77969 -1.63426 0.00
C 4.78768 -0.71889 1.55460 0.00
C -1.05162 -2.02306 2.49649 0.02
H 1.13143 -0.45249 -2.95461 0.00
H 3.62657 -3.38409 0.31897 0.00
N 1.69757 1.18094 2.25907 0.13
H 3.70020 3.01821 2.39563 0.00
H -2.67895 3.35592 1.34421 0.00
H -0.40993 3.40747 -0.55096 0.00
H 1.08476 -4.60847 -1.41888 0.00
C 1.57552 2.17695 -3.70830 0.00
H -1.58994 4.64316 1.82405 0.00
H -0.86699 -2.36346 -0.82549 0.00
H 0.48671 4.25678 2.74732 0.00
H 2.99334 -1.55276 -1.11982 0.00
C 2.86084 0.37731 2.47788 -0.01
H 5.77525 -2.05118 2.92854 0.00
C 3.06679 -0.20213 3.74242 -0.01
N -1.07531 1.35291 2.00566 0.23
Gd 0.41950 -0.50011 1.37642 6.62
H -3.23248 2.24641 -0.26629 0.00
H -0.13031 -1.26189 -5.04235 0.00
H -1.65103 -0.45075 -5.51098 0.00
C 0.44244 3.19261 2.51948 0.08
H -3.54507 -1.28232 -4.56965 0.00
H -2.03937 1.31466 -3.18455 0.00
H -0.42890 -1.25278 -7.51530 0.00
C 0.52031 3.17104 -1.08487 0.00
H -1.54290 2.96448 -3.61992 0.00
H -3.69879 0.61924 -0.75230 0.00
O -1.78118 -2.41430 -4.71328 0.00
C -0.80529 2.66567 2.16023 -0.07
H 4.45309 -1.30955 4.92071 0.00
H -0.44143 -3.55254 0.39656 0.00
C 2.40613 -2.47014 -1.13411 0.00
H 2.95889 0.32403 -0.62377 0.00
H 2.68097 4.20442 3.23071 0.00
H -0.52798 -2.93438 -6.88791 0.00
H -5.42050 0.39066 0.91313 0.00
H -2.55993 -1.43365 -3.08761 0.00
H 4.50468 1.12192 -0.38446 0.00
C 3.74237 0.18223 1.39213 -0.01
C 2.05769 -0.01068 4.83198 0.00
H 5.44801 -0.91270 0.70434 0.00
H -6.03608 -0.02488 3.27958 0.00
C -1.12340 -1.41734 -5.48435 0.00
C -1.94924 3.64848 2.09955 0.01
H 2.43324 -0.43414 5.77402 0.00
C -5.03570 0.30613 3.02974 0.02
H -1.99776 -2.01159 -7.32885 0.00
C -2.89635 -1.96052 -3.98430 0.00
C 0.17051 -4.07172 -1.61748 0.00
H 3.20882 2.73037 4.07377 0.00
C 3.22018 -3.62490 -0.66202 0.00
C 0.45301 0.03846 -2.26663 0.00
H -1.58990 2.29600 4.85824 0.00
C -3.05094 1.17677 -0.05783 0.01
C -3.72216 -3.15852 -3.60157 0.00
H 1.99185 -2.58778 -2.13318 0.00
C -2.40653 0.95534 2.37127 -0.02
H 0.78944 4.11961 -1.57946 0.00
C 4.20734 -0.97288 3.91219 0.00
H -3.20683 -3.77757 -2.87058 0.00
Si 0.27575 1.88054 -2.42090 0.00
H -4.67338 -2.81507 -3.20693 0.00
H -1.99716 0.95863 -0.29422 -0.01
C 3.53870 0.91900 0.10235 0.00
H -2.20292 0.94584 5.78346 0.00
H 0.92763 0.06485 -1.31369 0.00
H -0.84186 0.69286 4.67270 0.00
H 1.10928 -0.53163 4.60917 0.00
C -2.79052 0.88591 3.72975 0.03
H 1.41864 1.50276 -4.55712 0.00
C 4.99344 -1.30439 2.80868 0.00
H 0.20366 -3.57738 -2.58418 0.00
C -1.79780 1.21758 4.80705 0.00
H -2.46510 3.72686 3.06821 0.00
H -3.95015 -3.74982 -4.48066 0.00
C -4.68543 0.49698 1.70338 -0.01
H -0.46797 -0.56738 -2.25827 0.00
C 2.87245 3.13494 3.10857 0.01
C -4.10865 0.55516 4.03115 -0.01
H 3.01764 1.87699 0.24004 0.00
C -3.38161 0.83225 1.36215 0.00
C 1.62812 2.46336 2.61530 -0.03
C -0.08797 -3.09158 -0.52717 0.00
H 1.52114 3.20406 -4.07401 0.00
C -0.99732 -1.94582 -6.89493 0.00
H -4.40100 0.52473 5.07662 0.00
H -2.04034 2.61966 -1.98497 0.00
O 1.15216 -2.35670 -0.13191 0.04
H 2.56427 -4.48375 -0.57194 0.00
C -1.49960 2.20145 -2.83838 0.00
```

Output
**Spin multiplicity**: 8
**LUMO (alpha / beta)**: -0.1058 / -0.2203 Ha
**Charge**: +1
**Relative energy (zero: lowest compared OMol25 entry of this formula, charge and spin)**: 88.5 kJ/mol
**⟨S²⟩**: 16.07
**HOMO-LUMO gap (alpha / beta)**: 7.884 / 4.628 eV
**Highest occupied orbital energy (alpha / beta)**: -10.764 / -10.624 eV

Record 4
C34H57N3O2SSiSn | ωB97M-V/def2-TZVPD

```
99
Properties=species:S:1:pos:R:3:lowdin_charge:R:1
H 2.45636 -4.44497 -0.09976 0.08
H 0.10448 -3.88662 0.56479 0.12
H 0.54053 0.71351 -1.65229 -0.07
C -4.75102 0.17178 1.66697 -0.05
H -1.87677 2.95067 -2.00676 0.02
N -1.26067 1.41145 2.02987 -0.06
C 0.42014 3.13378 2.27655 -0.07
H 1.77208 3.01003 -0.63604 0.01
H 0.13077 3.61269 -0.57815 0.02
C -1.35249 -1.38412 -5.69894 -0.29
H -1.93607 1.59911 -3.17178 0.03
C 4.84751 -0.74171 1.58586 -0.07
H -3.17432 1.97652 -0.38897 0.07
Sn 0.13837 -0.16628 1.07699 1.34
H -2.75766 3.57589 1.42446 0.08
C 1.56676 2.37049 2.49900 -0.33
H 4.16199 -1.77300 4.74648 0.12
C -1.40537 2.52265 -2.90673 -0.16
C -0.04378 -3.26505 -0.35162 -0.29
H 1.54381 -1.00611 5.06357 0.05
H -3.09731 -3.66703 -2.80044 0.06
C 3.81760 0.17496 1.39333 -0.22
C 2.07919 -0.08251 4.80176 -0.04
C -3.74763 -3.08303 -3.46410 -0.07
H -1.57197 4.73064 2.04455 0.08
N -0.24084 -1.64957 2.58262 -0.08
C -2.96676 0.85622 3.69594 -0.21
C -3.16221 0.90406 -0.12791 -0.06
H 5.78717 -2.16162 2.89515 0.11
H 3.85087 -3.82308 -1.01380 0.08
C -4.22549 0.36568 3.99725 -0.05
C 0.95130 3.36805 -1.26104 -0.15
H -2.50059 3.74084 3.16727 0.09
C -5.12256 0.02252 2.99954 -0.08
H 1.74393 0.04680 -2.73494 0.04
C 0.70897 0.45713 -2.70530 -0.20
H 1.28120 1.82124 -4.92592 0.04
C 2.17065 -2.50321 -1.07655 -0.26
H -0.41917 -3.68226 -2.48964 0.07
H 1.28656 4.30422 -1.71764 0.04
C 3.74930 0.94838 0.11205 -0.04
H -2.42665 -1.38062 -3.32369 0.11
H -1.13664 0.48899 4.81279 0.06
C -3.50794 0.67098 1.31534 -0.22
C -2.99573 -1.92677 -4.10441 -0.29
C 4.97232 -1.43951 2.77914 -0.09
H -4.49456 0.26245 5.05304 0.11
H -1.48443 3.23670 -3.73231 0.03
H -1.04750 -4.79446 -1.28070 0.08
C -2.59145 0.99225 2.33854 -0.23
H -0.17679 -2.81125 -6.82959 0.08
C 3.02556 -0.32122 3.66341 -0.21
H -2.17687 0.49669 -0.41616 0.02
N 1.66392 1.07187 2.17981 -0.08
H -5.44090 -0.08507 0.86753 0.11
H 5.56717 -0.88776 0.78014 0.12
C 3.01504 -3.52749 -0.36313 -0.06
H 0.67172 -4.90338 -1.70659 0.09
H -1.99355 -0.50028 -5.89571 0.12
C 4.06720 -1.23104 3.80058 -0.05
H 2.62233 0.24853 5.70071 0.09
C -0.49431 -2.16453 3.65089 -0.99
H -4.57876 -2.70179 -2.86425 0.07
O -2.13869 -2.43538 -5.12523 -0.17
H 3.03413 2.61108 4.08448 0.09
H 4.62909 1.60486 0.00766 0.10
H -1.57170 -2.11837 -7.69011 0.08
H -0.10375 -1.13744 -7.43659 0.07
O 0.98589 -2.27178 -0.28543 -0.38
C 1.64062 2.48904 -4.12604 -0.21
H -0.08973 -0.26186 -3.03118 0.03
H 3.42269 -3.07606 0.54896 0.07
H -2.49621 1.12564 5.75222 0.08
C -0.17146 -4.19200 -1.54789 -0.08
S -0.78740 -2.75766 5.06186 0.64
H 2.62847 2.13144 -3.77211 0.04
C -0.75526 -1.89458 -6.99324 -0.08
H -0.95090 -2.65029 -0.21871 0.09
H 1.66563 3.54541 -4.42519 0.02
H -0.54523 -1.07775 -5.00213 0.10
C -1.98513 1.19256 4.77992 -0.03
H 1.33945 0.68835 4.56271 0.06
H 2.66348 -1.50661 -1.14551 0.09
C 2.87001 0.34123 2.42804 -0.24
H 3.65401 2.98252 2.46196 0.09
H -3.70930 -1.21720 -4.56356 0.12
H -3.91973 0.41148 -0.75816 0.08
H 0.55515 4.22317 2.33218 0.11
H -1.58068 2.21103 4.67795 0.08
H 3.76600 0.26684 -0.75157 0.07
H 2.55923 4.10663 3.27846 0.08
C -1.99579 3.73486 2.19312 -0.01
C 2.77170 3.04582 3.11029 0.00
C -0.89890 2.69639 2.13212 -0.35
Si 0.43803 2.31587 -2.72921 0.41
H 2.85758 1.57692 0.03577 0.04
H -4.14276 -3.74753 -4.24100 0.08
H 1.90866 -2.85208 -2.09279 0.12
H -6.10325 -0.36694 3.24683 0.10
```

Output
**LUMO**: 0.0147 Ha
**Relative energy (zero: lowest compared OMol25 entry of this formula, charge and spin)**: 0.0 kJ/mol
**HOMO-LUMO gap**: 8.071 eV
**Highest occupied orbital energy**: -7.671 eV